# 1
ORCA calculation (ωB97M-V with the def2-TZVPD basis set) on 15 unconnected molecules or ions with the total composition C60H125F15O30 at a distorted geometry.

The geometry in XYZ format:
```
230
Properties=species:S:1:pos:R:3:forces:R:3
F -2.424378 6.101434 -8.706913 0.4941 0.4306 -0.4860
F -1.089233 2.120902 -7.407749 0.3067 -0.1611 0.0556
F 1.241378 3.424668 -0.048747 0.0647 -1.0942 -0.5957
F 1.852226 1.738102 -1.368996 -0.6771 0.7941 0.3007
F -1.867546 2.116727 -5.391162 0.1112 0.5930 0.4379
F -0.471395 6.772712 -9.585068 -1.0398 -1.0494 0.5706
F -2.880168 -8.544197 1.858610 0.1341 -0.2669 0.6487
F -2.735268 0.811220 -6.861012 1.4125 0.1545 0.2760
F 0.020714 -1.357189 8.819504 0.3106 -0.6073 0.0236
F -0.967965 4.610185 -9.287487 0.2060 1.5507 0.3702
F -0.335640 0.576450 8.061146 -1.2098 1.0518 -0.6243
F 1.602229 0.104273 8.627735 1.4961 -0.2564 0.2877
F -3.502162 -7.559706 0.073331 1.6256 0.1647 0.5032
F -0.139723 2.723339 -1.582880 1.2585 -0.6538 0.6859
F -1.704407 -6.857370 1.226310 -0.2994 1.0113 0.1212
O -2.278931 0.952224 5.916858 -0.0070 -0.6722 0.4086
O -4.661202 0.106018 4.183582 1.4758 1.1581 -0.5799
O 0.587181 -2.204909 6.377981 -0.4304 3.1291 2.4789
O -5.403109 1.593082 -2.489135 0.9202 0.4281 -0.4805
O -0.826654 1.684488 0.980363 3.1012 -1.4124 -2.0411
O -1.012565 -0.847713 -5.527094 0.8912 2.9483 -1.1478
O 5.551918 4.413256 -2.811012 0.3855 0.4572 1.0995
O -2.324670 3.883200 2.854431 0.3516 0.6888 0.9187
O -3.801133 -0.219616 -0.906436 0.0005 -1.0528 0.3031
O 4.601711 0.568478 2.264508 0.1846 0.0146 -1.3879
O 5.475584 6.771712 -0.571484 -0.4447 -0.8225 0.4239
O 4.195790 -4.346721 2.434708 0.1977 0.1701 -0.0434
O 3.420342 -3.505422 -3.361924 0.0998 -0.6977 -0.2834
O 0.287388 5.022256 -6.938176 -1.0206 0.9196 -0.2837
O 1.507889 6.268447 -2.700627 -1.0757 -0.3587 -0.6907
O 0.735417 0.562203 -5.884786 -1.3567 0.7438 -1.0985
O 0.032819 8.406100 -1.140697 0.5433 -1.1929 0.1707
O -1.701696 -8.880813 -1.279773 -0.3406 1.0123 1.1890
O 1.500362 -5.512818 2.676412 0.4047 0.0243 -0.1965
O 0.178533 5.684822 4.082478 -1.5557 -0.8770 0.9481
O 4.992932 -1.467544 -1.671418 0.5147 -0.1507 -1.4236
O 1.280673 -0.066715 5.768577 -1.5841 -2.3304 2.6107
O -0.706638 7.095813 -6.677723 0.3368 -3.8542 -2.2687
O -5.928363 -4.372352 0.685694 -0.1893 -0.6573 1.0892
O 3.311325 3.364662 2.726110 -0.5735 -2.4669 -1.1510
O -2.422940 -3.081885 -1.985457 0.9301 -0.9986 -0.8625
O 0.762280 0.064726 0.436067 -0.7920 2.1193 0.1221
O -0.044663 -4.917246 -1.895932 -0.9402 0.1113 -0.0921
O -8.576036 -4.844036 2.241741 -0.0254 -0.5688 0.8615
O -0.404531 -9.309060 0.540103 -1.9990 1.2829 -0.4749
C -4.973770 1.797891 -1.165879 -0.3542 0.8588 0.0949
C 0.775393 -2.750068 5.111112 2.0976 -1.6378 -1.2120
C -1.389815 -8.788418 0.036330 1.9103 -1.6776 -1.3781
C -4.591672 2.168639 -3.509520 -1.1853 0.0045 -1.2955
C 2.578253 6.770668 -1.984836 1.4115 0.1270 1.2441
C 3.743549 -5.453804 1.631747 -0.0715 0.8659 2.0072
C -4.595974 -4.799825 0.884406 -0.2483 0.0156 -0.5223
C 5.744653 5.354307 -0.360370 -0.2230 1.0089 -1.2550
C 3.123552 0.222237 -5.594623 -1.3746 0.3903 -1.0790
C 0.883528 5.092961 -5.612719 0.7149 -0.4474 1.1106
C -0.794832 -9.479949 -2.210658 0.3602 -1.2362 -0.2114
C -1.110538 5.877066 -8.781320 0.5674 -0.9279 0.7290
C -2.272552 0.687914 4.512444 -1.8197 -0.8369 0.1313
C 6.340694 4.681159 -1.642244 -0.3207 -0.3499 0.9072
C 0.161968 -0.894940 1.364260 -0.2939 -1.5094 -0.9505
C 0.160113 1.292730 0.332224 -2.0303 0.2935 2.0166
C 0.444714 5.483504 2.738521 1.1874 0.3472 -1.2828
C 5.578513 -1.316809 -2.996766 0.6778 -0.4852 1.2050
C -1.390663 -2.161320 -2.308044 0.1563 1.0395 0.2083
C 3.609182 2.336514 3.671265 -1.0620 0.4437 0.6295
C -6.434557 -3.645800 1.839063 -1.0825 -0.7534 -1.8974
C -9.995803 -4.938969 2.203733 0.4295 -1.1457 -0.2822
C 3.916187 4.582509 2.807736 0.4241 0.7699 0.2688
C -2.396420 -7.898438 0.815550 -0.9974 -1.1931 -1.1668
C 2.289407 -2.979686 4.826198 -0.3832 0.9824 -0.9713
C 1.708452 -0.449736 -5.625439 1.8089 -0.0856 1.9909
C -0.481365 9.681190 -1.312171 0.2416 0.5981 -0.0265
C -1.556036 1.356772 -6.434002 -0.8758 -0.8668 -0.0704
C -5.886123 0.596563 3.706966 -0.4141 -0.6577 0.2286
C 0.792933 -5.776074 -1.110638 -1.3398 1.0380 -0.2195
C 5.219849 -3.534497 1.845594 -0.4825 -0.4781 -0.3916
C -3.647499 1.175727 -0.844662 -0.1650 -0.4490 -0.3403
C 1.479344 3.719246 -5.317380 -0.4752 -0.6121 -1.1832
C -1.865333 4.112824 4.203245 1.2672 -0.7000 -1.0069
C -2.313256 -4.316725 -2.726356 -0.5174 0.6071 1.4932
C 5.177123 7.436993 0.666883 -0.1264 -0.8769 -0.4148
C -0.518075 6.033714 -7.321351 0.8273 2.8705 2.0909
C -7.982875 -3.665507 1.806355 0.2693 1.2768 -0.8092
C -3.610435 1.046121 3.782551 0.4215 -0.0860 1.4028
C 2.688342 -6.243224 2.449696 0.6735 0.7146 -1.1522
C 0.824241 -0.858259 6.613875 1.5770 -0.1208 -3.8687
C -0.573390 0.243291 -5.912179 -0.0489 -3.4544 0.8731
C 3.536270 0.917572 3.121974 0.9778 -0.0605 0.6372
C -0.981585 -10.984074 -2.255794 -0.2436 -0.2835 -0.0254
C 4.508210 1.017227 0.899772 -1.3480 0.0147 0.5326
C 3.368752 -4.925107 -3.594589 0.6215 0.3847 -0.2095
C 0.535994 -0.396059 8.052291 -0.7245 -0.4177 0.2355
C -3.190509 0.224038 6.800465 -0.5839 1.6912 -0.6574
C 4.454108 3.507880 -2.614392 0.0871 1.6610 -0.4149
C -1.457903 -5.326854 -1.964762 1.6368 0.0590 -1.3869
C -1.172479 5.439511 4.529944 -0.1244 0.4638 0.5312
C 0.277637 6.127367 -1.980209 0.5565 1.1825 -0.1976
C 3.604768 -1.729250 -1.671354 0.1292 0.0309 -0.4489
C 0.832806 2.314659 -0.701337 -0.9912 -0.4071 0.3443
C -4.148732 -0.789917 0.329398 0.4883 -0.1875 0.6548
C 0.633216 -6.298168 3.440427 -1.1336 -0.0722 0.2356
C 0.979675 -2.162993 1.192517 1.2515 -0.0314 0.0371
C 3.220026 -3.168129 -1.994084 0.1040 -0.1162 -0.2545
C -0.518435 7.423859 -1.982126 -0.3215 -0.3108 0.1982
C -3.469534 4.614621 2.499016 -0.2341 -0.2417 -0.2667
H 1.164663 -2.485644 0.167935 -0.5139 0.3229 -0.2704
H 4.573785 -6.149586 1.510558 0.1423 -0.0761 -0.5303
H -3.306985 -0.858875 6.757881 0.7308 -0.1395 -0.6341
H -2.043690 -11.186903 -2.393247 -0.0670 -0.0643 0.0820
H 3.525179 6.708781 -2.521128 -0.2504 -0.4958 -0.4618
H 2.506397 -7.139084 1.856040 -0.4117 -0.2945 -0.1256
H -2.116250 -4.126828 -3.781453 0.7334 -0.0943 0.0532
H -3.368178 5.699883 2.493974 0.4073 0.1529 0.0859
H 7.246236 5.234795 -1.890428 -0.2953 0.1399 -0.5808
H -3.598838 1.772496 -3.722723 -0.0660 -0.4694 0.6319
H 2.698162 6.183063 -1.074650 0.1935 -0.1715 0.3217
H 3.933237 -0.472115 -5.370155 -0.3001 -0.1217 -0.1783
H -4.248337 -5.216161 -0.061061 -0.0154 0.1805 -0.0134
H 0.425600 -3.777708 5.209640 -0.7536 0.2467 -0.1140
H 0.242080 -2.219863 4.322084 0.0679 0.1589 0.1352
H 6.043876 7.298632 1.313178 0.1347 0.6975 0.2207
H 2.537101 0.608950 2.814516 -0.1475 0.3405 -0.8093
H 2.162406 -3.378951 -1.835642 -0.1618 0.2828 0.7442
H 5.383163 -2.631864 2.434389 -0.1034 -0.2926 0.2762
H 2.574838 7.808912 -1.652962 -0.8559 0.2802 -0.1734
H 1.940802 3.576812 -4.340200 -0.2246 0.4521 0.0115
H 3.118478 -1.074267 -2.394274 -0.3018 0.3159 0.0357
H 3.336063 -1.463029 -0.649087 -0.6153 -0.1770 -0.0889
H -2.188945 -0.390315 4.376285 0.5309 -0.2793 -0.1931
H -2.951350 0.512552 7.824020 0.3885 -0.0204 -0.1879
H -1.906305 -5.568749 -1.001161 0.2497 0.4445 0.2966
H 2.183755 3.400800 -6.085825 0.4402 0.4240 -0.0103
H -8.354386 -3.443028 0.806071 0.3316 -0.0564 -0.5295
H -0.633254 -11.539272 -1.384857 0.0795 0.2390 0.0228
H -1.787895 6.322038 4.355286 -0.2176 0.0833 -0.8231
H -5.195632 2.014460 -4.403703 0.1686 -0.4969 -0.2220
H -1.479358 -6.243887 -2.553573 -0.0731 -0.4021 -0.0658
H -6.624151 -0.195812 3.831646 -0.0059 -0.0863 -0.1063
H 3.383183 -5.016092 0.700807 -0.2204 -0.5178 -0.2782
H -5.797472 1.411242 -0.565775 0.2260 -0.3348 0.2415
H -3.544989 1.131467 2.697870 0.3289 -0.5466 -0.1986
H -0.021520 10.161700 -2.175730 0.3686 0.3197 0.0156
H 6.147443 -4.090315 1.708705 0.1966 -0.1143 0.2940
H 4.335696 7.007495 1.210595 -0.2100 -0.5013 -0.1684
H 0.896230 -6.737503 -1.613723 0.0407 -0.3245 0.3263
H -3.708792 4.300480 1.483059 -0.1524 0.0332 0.0190
H -3.831781 2.069952 4.083983 -0.5570 0.1000 0.3539
H 2.830042 2.423695 4.428527 -0.3112 -0.2714 0.2761
H 0.168908 5.323112 -4.822498 -0.4401 0.1364 -0.4800
H 1.977726 -1.947889 1.574271 0.2255 -0.1235 0.2072
H -1.130498 5.484984 5.618175 0.3948 -0.3463 0.1577
H -4.870581 -0.220731 0.915111 -0.3979 0.2411 -0.2637
H 0.409763 4.475164 2.326076 -0.4089 -0.3895 0.5506
H -0.492525 -11.371166 -3.149703 0.1833 -0.0361 0.0643
H 0.309472 -7.185061 2.895704 0.3138 -0.3891 0.0190
H 1.557919 -0.836048 -4.617371 -0.4657 -0.2367 -0.0523
H -0.401886 -2.464663 -2.652144 -0.1763 -1.3431 -0.0624
H 4.865041 4.818693 -0.003286 -0.4130 0.0788 -0.1283
H -1.495207 7.174109 -1.567821 -0.5219 -0.0595 -0.2421
H -5.804683 0.840135 2.647658 -0.1998 0.2639 -0.1069
H -3.312251 -4.752711 -2.721448 -0.2147 -0.0200 0.0925
H -0.301053 -5.776980 3.649215 0.1217 0.4959 -0.1750
H -2.600950 3.798408 4.943591 -0.5187 0.6350 0.0655
H -0.316654 5.350260 -2.460836 0.0915 0.0074 -0.1480
H 2.502653 -3.318941 3.812523 -0.6150 -0.5376 -0.0503
H -8.292720 -2.775430 2.353942 -0.2393 0.0343 0.7282
H 6.681381 3.704744 -1.297788 0.1926 -0.2414 0.3032
H 0.304935 -5.787027 -0.136041 0.3758 -0.7896 0.3360
H -4.516047 3.254171 -3.572833 0.0456 0.4221 1.1462
H -1.069740 -9.164568 -3.217163 -0.1647 0.7254 0.3395
H 4.947863 -3.195706 0.845923 -0.3196 0.0513 -0.2344
H 0.705484 2.968435 -5.477117 -0.1984 0.0698 0.5347
H -4.515075 -5.596381 1.624033 -0.1024 0.0164 0.3127
H 3.640193 -5.090608 -4.637194 0.0212 0.1681 0.0304
H 0.642665 -3.059592 1.712750 -0.4149 0.2967 0.2802
H 4.574227 2.799084 -1.795068 0.3850 -0.3411 -0.2508
H 0.442328 5.830859 -0.944312 0.2638 -0.1249 0.1530
H 6.649028 -1.257532 -2.800368 0.0167 0.2754 -0.0039
H 5.229935 0.517974 0.253274 0.3711 0.2918 0.4440
H -1.713679 -1.485857 -3.100199 -0.3358 0.3087 0.2221
H -6.054715 -2.658295 1.577031 -0.3565 0.5285 1.1039
H -0.851659 -1.117787 1.031090 -0.1859 0.5164 0.1040
H 1.703376 -1.298850 -6.308879 -0.4251 0.3320 -0.2754
H 1.039604 -6.557786 4.417949 0.3414 -0.2180 0.0261
H -3.275410 -0.846684 0.979153 0.4208 0.0796 0.1800
H 3.549422 5.085812 3.702316 0.4282 0.5062 0.2048
H 1.762337 -5.290404 -0.998972 -0.0741 -0.1134 -0.1448
H -6.118603 -4.036965 2.806145 0.4293 -0.0495 -0.0792
H 3.103536 -6.591176 3.395551 0.2782 0.2131 0.1741
H -0.228073 10.162108 -0.367360 -0.2161 0.5847 -0.3183
H 5.001829 4.498223 2.758752 0.3248 0.1067 0.4177
H -10.556768 -4.375510 2.949359 0.3200 0.6129 -0.0995
H -0.101566 6.120960 2.043300 -0.5148 0.2547 0.1466
H 4.296780 3.110468 -3.617089 -0.0556 -0.6349 0.3205
H 2.820115 -2.029100 4.773067 0.1760 0.0775 0.8493
H -10.394018 -4.843220 1.193606 0.0297 0.7171 -0.1460
H 3.861635 -3.788722 -1.368546 -0.0360 -0.4120 0.1921
H 2.430134 -5.454223 -3.429806 -0.5325 0.6534 0.1868
H -1.137237 -1.636663 -1.386835 -0.4127 0.4377 -0.0074
H 3.638568 5.165377 1.929501 -0.2667 -0.0617 0.0692
H 1.487976 5.781622 2.634503 0.0599 0.0513 -0.1105
H 3.195872 1.084355 -4.931578 -0.3144 -0.2335 0.3895
H -6.243272 1.438230 4.300393 0.0997 0.3819 -0.1232
H 2.723475 -3.719289 5.499015 0.0065 0.3651 0.1911
H -4.303839 4.380793 3.160336 -0.2529 -0.1312 0.1143
H -3.958498 -3.959339 1.158854 0.2389 0.0877 0.1113
H 3.581536 4.118847 -2.383256 -0.3240 -0.0797 0.1599
H -1.423891 1.233112 4.099369 -0.1617 -0.1286 -0.0666
H 6.470213 5.284426 0.450042 0.4214 -0.2221 -0.0448
H 3.536395 0.755362 0.481334 -0.3601 -0.4869 0.0375
H 5.269232 -0.404301 -3.506462 -0.3139 0.0043 0.1079
H -2.907487 1.407317 -1.610725 0.0118 0.2803 -0.0344
H -3.239525 1.513730 0.107925 -0.0443 0.0436 0.2348
H 4.832581 8.455554 0.488222 0.7697 0.0876 -0.2347
H 0.246144 -9.218438 -2.020709 -0.1341 0.2343 0.2886
H -4.501459 -1.819256 0.264951 -0.1126 0.1384 -0.7200
H -1.110783 3.335952 4.326617 0.3018 0.0359 -0.0190
H 5.468278 -2.201839 -3.623413 -0.5213 0.0730 0.0248
H -0.623558 7.813945 -2.994491 -0.0325 -0.0796 -0.2472
H 0.168447 -0.630087 2.421569 0.0618 0.7865 -0.2388
H -4.173250 0.646133 6.590325 -0.2451 -0.2532 0.1558
H 3.734562 0.235170 3.948472 -0.1743 0.2837 0.5330
H 4.446676 2.104280 0.848392 0.8377 0.1826 -0.0527
H -1.547117 9.756316 -1.528092 -0.3678 -0.4334 0.4081
H -10.217363 -5.983411 2.423178 0.1863 -0.0948 0.2366
H 4.511425 2.487006 4.264059 0.5880 0.1898 -0.6090
H 3.219809 0.663506 -6.586652 0.6027 -0.1424 -0.1673
H 1.652146 5.859748 -5.515934 -0.1478 0.1942 -0.5942
H 4.100754 -5.443876 -2.975593 0.2809 0.0608 0.1518
H -4.940009 2.860413 -0.925048 0.1069 0.4881 -0.1388
```
Positions in Å, forces in eV/Å.

## Properties
Electronic energy ... -166419.4007 eV
Relative energy (zero: lowest compared OMol25 entry of this formula, charge and spin) ... 85.2 kcal per mole
HOMO ... -9.3 eV
Max |F| ... 4.48 eV/A
Kohn-Sham gap ... 9.547 eV

Results of the Mulliken charge analysis, in e, for atoms 1 through 8: F -0.24; F -0.20; F -0.05; F 0.10; F -0.12; F -0.23; F -0.28; F -0.29

=====

# 2
ORCA calculation (ωB97M-V with the def2-TZVPD basis set) on a molecular structure, C5H10O2.

The geometry in XYZ format:
```
17
Properties=species:S:1:pos:R:3:forces:R:3
O 0.502132 -0.318143 -1.159670 0.1090 0.0409 0.1404
O -0.967095 -0.910514 1.275307 -0.0532 -0.1120 0.1468
C -0.184406 0.413286 -0.179311 -0.1057 0.2112 0.0767
C -1.552757 -0.194046 0.177969 -0.2965 0.0701 -0.2540
C 1.434179 -0.399510 1.866436 -0.0104 0.0314 -0.0320
C 0.088623 0.096916 -2.445465 -0.0284 0.0382 -0.2311
C 0.106866 0.044238 1.284053 0.2824 0.3001 0.1373
H -2.036074 -0.854004 -0.549092 0.1441 0.0820 0.0800
H -0.230376 0.923521 1.860882 -0.0360 -0.1393 -0.0205
H 1.799617 0.431341 2.475644 0.2344 -0.2047 -0.0540
H 0.356428 1.150276 -2.622255 -0.0170 -0.1531 0.0291
H -2.260911 0.567499 0.538301 0.0321 -0.1559 -0.0759
H 2.191634 -0.650364 1.119309 -0.2335 -0.0607 0.0021
H 1.286784 -1.258633 2.531019 -0.0388 0.1392 -0.1831
H 0.591462 -0.527364 -3.187176 -0.0307 0.0560 0.1754
H -1.000085 -0.002744 -2.584381 0.1938 -0.0366 0.0826
H -0.126023 1.488242 -0.401568 -0.1455 -0.1067 -0.0198
```
Positions in Å, forces in eV/Å.

## Properties
Electronic energy ... -9440.2639 eV
Relative energy (zero: lowest compared OMol25 entry of this formula, charge and spin) ... 64.1 kcal per mole
HOMO ... -9.7 eV
Max |F| ... 0.43 eV/A
Kohn-Sham gap ... 10.766 eV

Results of the natural (NBO) charge analysis, in e, for atoms 1 through 8: O -0.52; O -0.52; C 0.06; C -0.10; C -0.64; C -0.25; C 0.10; H 0.19